{
  "formula": "C36H63ClN8O5",
  "method": "wB97M-V/def2-TZVPD",
  "e_above_lowest_ev": 20.0318,
  "charge": 0,
  "elements": ["C", "C", "N", "C", "C", "C", "C", "C", "O", "C", "H", "H", "H", "H", "H", "H", "H", "H", "H", "H", "H", "H", "H", "H", "H", "H", "H", "H", "H", "H", "Cl", "O", "O", "O", "O", "C", "C", "C", "C", "N", "H", "H", "H", "H", "H", "H", "H", "C", "C", "C", "C", "N", "H", "H", "H", "H", "H", "H", "H", "C", "C", "C", "C", "N", "H", "H", "H", "H", "H", "H", "H", "C", "C", "C", "C", "N", "H", "H", "H", "H", "H", "H", "H", "N", "C", "C", "C", "C", "H", "H", "H", "H", "H", "N", "C", "C", "C", "C", "H", "H", "H", "H", "H", "N", "C", "C", "C", "C", "H", "H", "H", "H", "H"],
  "coordinates": [[-0.274, -1.360, -2.427], [-0.465, 0.072, -1.958], [0.182, 0.451, -0.557], [-0.585, -0.433, 0.498], [1.659, -0.050, -0.480], [2.414, 0.230, 0.847], [-0.010, 1.923, -0.102], [-1.361, 2.499, -0.482], [-2.435, 1.682, 0.050], [-3.741, 2.002, -0.321], [-0.656, -1.413, -3.446], [-0.783, -2.152, -1.878], [0.742, -1.753, -2.411], [-1.526, 0.314, -1.898], [0.042, 0.802, -2.590], [-0.390, -0.022, 1.488], [-0.333, -1.484, 0.355], [-1.648, -0.338, 0.276], [2.146, 0.470, -1.305], [1.750, -1.111, -0.711], [3.487, 0.040, 0.887], [1.970, -0.323, 1.675], [2.569, 1.303, 0.962], [0.831, 2.385, -0.619], [0.256, 2.004, 0.952], [-1.335, 2.560, -1.570], [-1.504, 3.509, -0.099], [-4.395, 1.221, 0.066], [-3.812, 2.231, -1.385], [-4.112, 2.978, -0.008], [-3.310, -1.675, -1.932], [-2.396, -2.143, -2.973], [-3.340, -2.694, -0.927], [-2.863, -0.365, -1.454], [-4.581, -1.590, -2.457], [-0.466, 0.568, -4.289], [-0.569, 0.022, -5.695], [0.825, 0.109, -6.458], [1.238, 1.473, -6.838], [1.606, 2.535, -7.151], [0.152, -0.022, -3.613], [-1.444, 0.514, -3.811], [-0.206, 1.626, -4.250], [-1.405, 0.654, -5.995], [-0.837, -1.032, -5.632], [0.741, -0.561, -7.313], [1.550, -0.445, -5.862], [-3.635, -0.230, 2.003], [-3.800, -1.554, 1.237], [-4.926, -2.478, 1.869], [-6.267, -1.847, 1.723], [-7.332, -1.418, 1.659], [-3.587, -0.492, 3.060], [-4.450, 0.474, 1.832], [-2.672, 0.208, 1.738], [-2.829, -1.996, 1.013], [-3.932, -1.263, 0.195], [-4.625, -2.568, 2.913], [-5.133, -3.445, 1.412], [-1.628, -1.899, 3.333], [-2.029, -0.799, 4.353], [-1.728, 0.586, 4.035], [-0.331, 0.789, 3.477], [0.750, 0.946, 3.082], [-2.436, -1.972, 2.605], [-1.517, -2.811, 3.918], [-0.722, -1.603, 2.803], [-1.393, -1.059, 5.200], [-2.988, -0.830, 4.869], [-1.920, 1.299, 4.837], [-2.340, 1.057, 3.266], [3.015, -1.778, 4.632], [2.838, -0.734, 3.542], [3.167, -1.115, 2.089], [4.414, -1.732, 1.779], [5.436, -2.208, 1.480], [2.146, -2.426, 4.745], [3.030, -1.240, 5.580], [3.854, -2.453, 4.464], [3.586, 0.046, 3.683], [1.937, -0.121, 3.589], [3.129, -0.225, 1.461], [2.348, -1.722, 1.705], [4.671, 2.727, -1.268], [4.469, 1.326, -1.228], [3.341, 1.175, -2.104], [2.930, 2.379, -2.559], [3.678, 3.387, -1.909], [5.443, 3.223, -0.847], [5.118, 0.566, -0.819], [2.942, 0.192, -2.307], [2.150, 2.567, -3.282], [3.784, 4.443, -2.111], [-0.340, -3.780, -1.213], [-0.714, -3.302, 0.028], [0.427, -3.097, 0.798], [1.503, -3.482, 0.084], [1.027, -3.969, -1.127], [-0.891, -4.022, -2.024], [-1.757, -3.138, 0.255], [0.495, -2.795, 1.832], [2.521, -3.488, 0.445], [1.396, -4.292, -2.090], [1.146, 3.810, 1.908], [2.218, 2.944, 1.675], [2.528, 2.987, 0.346], [1.720, 4.047, -0.201], [0.824, 4.475, 0.748], [0.743, 4.049, 2.803], [2.653, 2.478, 2.547], [3.246, 2.379, -0.183], [1.821, 4.334, -1.237], [0.101, 5.276, 0.703]],
  "mulliken_charge": [-0.1507, -0.6481, 1.1617, 2.1066, 0.0329, -1.3493, 1.8571, -1.8162, -0.0408, -0.9081, 0.2967, -1.1632, 0.3763, 0.3616, 0.1403, -0.4025, -0.7551, -0.1425, -0.2692, 0.7936, 0.7139, 0.3785, 0.0572, -1.0984, -0.0720, 0.1681, 0.5602, 0.2509, 0.3684, 0.2118, 2.3397, -0.8094, -0.7477, -0.7845, -0.8285, -1.1173, -0.7291, -0.6598, 0.2939, -0.4998, 0.8109, 0.1884, 0.6577, 0.4234, 0.3616, 0.4309, 0.3273, -1.0435, -0.0165, -0.6770, 0.1998, -0.5397, 0.8875, 0.5204, -0.2771, -0.5616, 0.5419, 0.2541, 0.3920, 1.4717, -1.5290, -0.3397, 0.3549, -0.5751, -0.8907, 0.8434, -1.3742, 0.5005, 0.2262, 0.7156, 0.1261, -1.7353, 0.1181, 0.5573, 0.1928, -0.7782, 0.3039, 0.4283, 0.3520, 0.4565, 0.0520, 0.9401, -1.4576, 0.0564, -1.6385, 0.3649, -0.0033, -1.6025, 0.2528, 0.5603, 1.0200, 0.7938, 0.4673, -0.1327, -0.8914, -0.2736, -0.7922, -0.9285, 0.2858, 1.1278, 0.8928, 0.6177, 0.4476, 0.1894, -1.6249, 0.3824, -0.0277, -1.5308, 0.3046, 0.8086, 0.5758, 0.4042, 0.5767]
}

=====

{
  "formula": "CH3BrClN",
  "method": "wB97M-V/def2-TZVPD",
  "e_above_lowest_ev": 0.8993,
  "charge": 0,
  "elements": ["H", "N", "C", "Cl", "H", "Br", "H"],
  "coordinates": [[-2.514, 0.517, 1.260], [-2.733, 0.255, 0.382], [-1.718, -0.209, -0.206], [-0.218, -0.649, 0.456], [-1.729, -0.307, -1.302], [4.122, 0.305, 0.273], [4.789, 0.088, -0.862]],
  "nbo_charge": [0.3353, -0.5863, 0.0730, -0.0053, 0.1831, -0.1805, 0.1807]
}

=====

{
  "formula": "C10H15Br9F3NO3",
  "method": "wB97M-V/def2-TZVPD",
  "e_tot_ev": -656780.69663,
  "charge": 0,
  "elements": ["C", "C", "O", "N", "C", "H", "H", "H", "H", "H", "H", "H", "C", "C", "O", "C", "O", "C", "F", "F", "F", "H", "H", "H", "H", "H", "C", "Br", "Br", "Br", "H", "C", "Br", "Br", "Br", "H", "C", "Br", "Br", "Br", "H"],
  "coordinates": [[-2.286, -1.075, -0.658], [-2.281, 0.142, 0.246], [-1.849, 0.108, 1.393], [-2.819, 1.273, -0.286], [-3.106, 2.412, 0.539], [-1.340, -1.597, -0.604], [-2.459, -0.733, -1.688], [-3.155, -1.711, -0.490], [-3.203, 1.175, -1.208], [-3.218, 3.301, -0.084], [-2.309, 2.606, 1.249], [-4.051, 2.299, 1.078], [0.529, 1.792, -3.251], [0.784, 0.487, -2.527], [1.541, -0.436, -3.334], [2.856, -0.340, -3.270], [3.490, 0.448, -2.638], [3.553, -1.368, -4.185], [2.700, -2.177, -4.813], [4.264, -0.708, -5.110], [4.397, -2.112, -3.469], [-0.005, 1.596, -4.186], [1.438, 2.337, -3.494], [-0.134, 2.412, -2.646], [-0.149, -0.020, -2.302], [1.333, 0.682, -1.612], [0.451, 1.957, 6.119], [2.356, 2.096, 5.876], [0.036, 1.091, 7.789], [-0.410, 1.021, 4.666], [0.034, 2.951, 6.158], [-0.994, -3.904, 1.599], [0.165, -5.395, 1.249], [-0.735, -3.208, 3.373], [-2.841, -4.438, 1.338], [-0.792, -3.088, 0.924], [1.512, 0.076, 1.714], [1.516, -1.325, 0.354], [2.245, 1.685, 0.980], [2.472, -0.519, 3.252], [0.465, 0.203, 1.960]],
  "nbo_charge": [-0.7121, 0.6799, -0.6569, -0.6108, -0.4183, 0.2348, 0.2044, 0.2524, 0.3942, 0.2042, 0.2305, 0.1968, -0.6377, -0.0881, -0.4787, 0.6955, -0.5419, 0.8980, -0.3044, -0.3094, -0.3041, 0.2106, 0.2262, 0.2203, 0.1898, 0.2137, -0.4951, 0.0957, 0.0858, 0.0944, 0.2235, -0.4929, 0.0983, 0.1008, 0.0689, 0.2221, -0.4975, 0.0397, 0.1009, 0.1152, 0.2515]
}